# C5H13N2O

2 unconnected molecules or ions with the total composition C5H13N2O (ωB97M-V with the def2-TZVPD basis set, the OMol25 dataset).

The value obtained for the relative energy (zero: lowest compared OMol25 entry of this formula, charge and spin) is 73.62 kcal per mole. Its charge is +1. For the lowest unoccupied orbital energy, the calculation gives -3.778 eV. The largest force on an atom is 4.725 eV/A. The highest occupied orbital energy comes out at -14.12 eV.

CARTESIAN COORDINATES (ANGSTROEM)
C (0.33484, 1.38350, -1.29567)
C (1.12066, 1.28719, -2.49141)
C (-0.30886, 1.03606, 1.73936)
C (0.66490, -2.19798, 0.74033)
C (-0.89527, 0.41605, 0.42569)
N (-0.13970, 0.37296, -0.64619)
N (-0.63533, -1.63010, 0.93700)
O (-2.23463, 0.29156, 0.33207)
H (0.04520, 2.37587, -0.95373)
H (2.08850, 1.99718, -2.56365)
H (0.59010, 1.48608, -3.43156)
H (1.52556, 0.17789, -2.48497)
H (0.70414, 0.73536, 1.93994)
H (-0.33922, 2.12576, 1.51074)
H (-0.95976, 0.89977, 2.57444)
H (1.45131, -1.72451, 1.38988)
H (0.71194, -3.32207, 0.64551)
H (1.13814, -1.75085, -0.28198)
H (-1.36846, -2.26575, 0.44774)
H (-0.87761, -1.62864, 1.99502)
H (-2.61643, -0.06532, -0.52856)

***

# C5H13N2O2

2 unconnected molecules or ions with the total composition C5H13N2O2 (ωB97M-V with the def2-TZVPD basis set, the OMol25 dataset).

The value obtained for the relative energy (zero: lowest compared OMol25 entry of this formula, charge and spin) is 84.68 kcal per mole. Its charge is +1. For the lowest unoccupied orbital energy, the calculation gives -3.081 eV. The largest force on an atom is 5.089 eV/A. The highest occupied orbital energy comes out at -12.74 eV.

CARTESIAN COORDINATES (ANGSTROEM)
C (-0.87621, -0.02333, 1.23415)
C (-1.19291, 0.45019, -0.21417)
C (0.18492, -0.24137, 0.14085)
C (-2.20855, -0.33053, -0.95876)
C (1.92045, 0.85989, 0.04331)
N (2.13230, 1.26554, 1.35790)
N (0.41989, -1.53172, -0.43180)
O (2.75585, -0.13959, -0.30842)
O (1.60500, 1.82058, -0.91485)
H (-0.71555, 0.72772, 1.87230)
H (-1.33536, -0.88619, 1.76098)
H (-1.36093, 1.46739, -0.33263)
H (-3.22867, 0.04384, -0.89278)
H (-2.22111, -1.48286, -0.57087)
H (-1.75690, -0.33476, -1.93927)
H (2.70089, 0.59859, 1.87050)
H (1.26082, 1.40444, 1.87295)
H (0.20615, -2.24864, 0.17553)
H (1.39616, -1.41452, -0.62626)
H (-0.05183, -1.55020, -1.40243)
H (3.41872, 0.21313, -0.91904)
H (1.45117, 2.62161, -0.48267)

***

# C5H13N2O4S2

A molecular structure, C5H13N2O4S2 (ωB97M-V with the def2-TZVPD basis set, the OMol25 dataset).

The value obtained for the relative energy (zero: lowest compared OMol25 entry of this formula, charge and spin) is 73.52 kcal per mole. Its charge is +1. For the lowest unoccupied orbital energy, the calculation gives -3.064 eV. The largest force on an atom is 4.528 eV/A. The highest occupied orbital energy comes out at -12.71 eV.

CARTESIAN COORDINATES (ANGSTROEM)
C (-2.64614, 0.03909, 0.04449)
C (-2.15538, 1.03223, 2.22798)
C (0.37609, 1.39595, -2.33650)
C (3.18475, -2.05765, 0.20962)
C (0.48911, -0.77179, -0.28105)
N (-2.75592, 0.14155, 1.22112)
N (-3.17523, -0.95743, -0.70041)
O (-1.67299, 0.68424, -0.87636)
O (0.20786, 1.73085, 0.23470)
O (2.77293, 0.43157, -0.62909)
O (2.16999, -0.07416, 1.67831)
S (-0.14408, 0.74947, -0.71455)
S (2.08266, -0.46977, 0.16976)
H (-1.52831, 1.74021, 1.79289)
H (-2.99365, 1.60507, 2.83629)
H (-1.82408, 0.27302, 2.94480)
H (0.23459, 0.65793, -3.10344)
H (-0.29168, 2.24308, -2.48024)
H (1.41582, 1.81068, -2.10754)
H (3.51416, -2.00376, 1.18401)
H (2.84425, -3.02804, -0.07809)
H (4.02837, -1.91425, -0.51064)
H (0.45479, -1.58893, -0.92186)
H (2.64600, 0.65551, 2.08961)
H (-3.88607, -1.50537, -0.16521)
H (-3.34784, -0.81928, -1.72860)

***

# C5H13N2OP

2 unconnected molecules or ions with the total composition C5H13N2OP (ωB97M-V with the def2-TZVPD basis set, the OMol25 dataset).

The expectation value of S² is 2.006. The value obtained for the relative energy (zero: lowest compared OMol25 entry of this formula, charge and spin) is 0.00 kcal per mole. Its spin multiplicity is 3. For the lowest unoccupied orbital energy (spin up / spin down), the calculation gives 0.894 / -1.168 eV. The largest force on an atom is 4.966 eV/A. The highest occupied orbital energy (spin up / spin down) comes out at -5.80 / -8.99 eV.

CARTESIAN COORDINATES (ANGSTROEM)
C (2.33758, -0.27077, 1.23117)
C (2.05316, -1.13710, -0.01363)
C (2.39745, -0.43255, -1.35279)
C (-4.20631, 1.54056, 0.61403)
C (-2.78931, 0.15683, -0.82910)
N (-1.60258, -1.51860, 0.80753)
N (1.73507, -2.31918, 0.16569)
O (-3.48268, 0.41136, 0.37928)
P (-1.28650, -0.79457, -0.72401)
H (3.31881, -0.63890, 1.66922)
H (2.43939, 0.73402, 0.86141)
H (1.91517, -0.97734, -2.13816)
H (3.45383, -0.46976, -1.46067)
H (2.00572, 0.67255, -1.44736)
H (-4.86532, 1.64791, -0.19871)
H (-3.64792, 2.37274, 0.80252)
H (-4.79547, 1.24799, 1.53256)
H (-2.95074, 0.80279, -1.75104)
H (1.46218, -0.21562, 1.86556)
H (-1.68934, -0.72376, 1.58674)
H (-0.87939, -2.07118, 1.09467)
H (1.62989, -3.10608, -0.48053)

***

- Number 2 is which compound?
  C5H13N2O2

***

Please write out number 4 again, unchanged.
# C5H13N2OP

2 unconnected molecules or ions with the total composition C5H13N2OP (ωB97M-V with the def2-TZVPD basis set, the OMol25 dataset).

The expectation value of S² is 2.006. The value obtained for the relative energy (zero: lowest compared OMol25 entry of this formula, charge and spin) is 0.00 kcal per mole. Its spin multiplicity is 3. For the lowest unoccupied orbital energy (spin up / spin down), the calculation gives 0.894 / -1.168 eV. The largest force on an atom is 4.966 eV/A. The highest occupied orbital energy (spin up / spin down) comes out at -5.80 / -8.99 eV.

CARTESIAN COORDINATES (ANGSTROEM)
C (2.33758, -0.27077, 1.23117)
C (2.05316, -1.13710, -0.01363)
C (2.39745, -0.43255, -1.35279)
C (-4.20631, 1.54056, 0.61403)
C (-2.78931, 0.15683, -0.82910)
N (-1.60258, -1.51860, 0.80753)
N (1.73507, -2.31918, 0.16569)
O (-3.48268, 0.41136, 0.37928)
P (-1.28650, -0.79457, -0.72401)
H (3.31881, -0.63890, 1.66922)
H (2.43939, 0.73402, 0.86141)
H (1.91517, -0.97734, -2.13816)
H (3.45383, -0.46976, -1.46067)
H (2.00572, 0.67255, -1.44736)
H (-4.86532, 1.64791, -0.19871)
H (-3.64792, 2.37274, 0.80252)
H (-4.79547, 1.24799, 1.53256)
H (-2.95074, 0.80279, -1.75104)
H (1.46218, -0.21562, 1.86556)
H (-1.68934, -0.72376, 1.58674)
H (-0.87939, -2.07118, 1.09467)
H (1.62989, -3.10608, -0.48053)